Record 1
Here is the molecule C27H29N5O3 from the Open Molecules 2025 dataset. Energies are from ωB97M-V with the def2-TZVPD basis set.

Computed properties:
* HOMO-LUMO gap: 9.680 eV
* E_HOMO: -9.2 eV
* SMILES: O=C(CCC(=O)N(c1ccccc1)[C@H](C(=O)NC1CCCC1)c1ccncc1)Nc1cccnc1

Element x y z (Å)
O 2.5897 1.7021 1.8891
C 2.5238 0.6559 2.4920
N 2.8424 -0.5622 1.9519
C 2.8839 -0.8958 0.6031
C 2.9456 -2.2469 0.2528
C 2.8860 -2.6028 -1.0813
C 2.7303 -1.5985 -2.0257
N 2.6794 -0.3160 -1.7029
C 2.7844 0.0361 -0.4337
H 2.7636 1.0959 -0.2290
H 2.6372 -1.8210 -3.0798
H 2.9365 -3.6382 -1.3800
H 3.0143 -2.9987 1.0261
H 2.7124 -1.3655 2.5570
C 1.9992 0.5473 3.9137
C 0.4579 0.4952 3.8272
C 0.0740 -0.4885 2.7305
O 0.4201 -1.6580 2.7761
N -0.5561 0.0230 1.6502
C -1.0499 1.3547 1.5625
C -0.4010 2.2806 0.7563
C -0.9051 3.5634 0.6436
C -2.0503 3.9256 1.3320
C -2.6878 3.0055 2.1466
C -2.1911 1.7204 2.2642
H -2.6813 0.9974 2.8995
H -3.5789 3.2855 2.6881
H -2.4444 4.9260 1.2362
H -0.3984 4.2836 0.0190
H 0.5044 1.9993 0.2419
C -0.6929 -0.8521 0.4834
C -1.5149 -2.0762 0.7932
C -2.7608 -1.9687 1.3971
C -3.4798 -3.1293 1.6336
N -3.0460 -4.3366 1.3163
C -1.8634 -4.4337 0.7346
C -1.0615 -3.3421 0.4458
H -0.0996 -3.4727 -0.0275
H -1.5448 -5.4387 0.4892
H -4.4547 -3.0927 2.1022
H -3.1640 -1.0037 1.6558
H 0.3113 -1.1764 0.1810
C -1.3731 -0.0942 -0.6765
O -2.5511 0.1908 -0.6583
N -0.5485 0.1756 -1.6993
H 0.4376 -0.0396 -1.6527
C -0.9805 0.8469 -2.9098
C -0.1793 2.1372 -3.1300
C 1.0117 1.6917 -3.9729
H 1.7417 1.1715 -3.3511
H 1.5071 2.5253 -4.4676
C 0.3729 0.7229 -4.9655
H -0.1090 1.2844 -5.7672
H 1.0997 0.0486 -5.4150
C -0.6837 -0.0297 -4.1454
H -1.5864 -0.2120 -4.7255
H -0.3026 -0.9966 -3.8152
H -0.7878 2.8489 -3.6888
H 0.1080 2.5964 -2.1864
H -2.0472 1.0389 -2.7775
H 0.0709 1.4888 3.6103
H 0.0532 0.1463 4.7780
H 2.3765 -0.3510 4.4018
H 2.3001 1.4265 4.4826

Forces on atoms 1 to 6 (eV/Å):
-0.0754 0.2587 -0.1641
0.2828 -0.1094 0.5458
0.3459 -0.3650 0.1624
0.0061 -0.1037 -0.4343
0.0050 0.2392 -0.0475
-0.0311 0.1105 0.0935

Here are the Mulliken charges for atoms 1 to 8, given in e: -0.590 0.395 -0.099 -0.291 0.032 -0.959 -0.159 -0.716

Record 2
Here is a structure of composition C27H30AlN3O3S5 from the Open Molecules 2025 dataset. Energies are from ωB97M-V with the def2-TZVPD basis set.

Computed properties:
* HOMO-LUMO gap: 8.086 eV
* E_HOMO: -7.8 eV

Element x y z (Å)
Al 0.3912 -0.3289 0.4539
N 3.4032 0.8036 3.2792
C 2.3256 0.3075 2.6122
S 2.6280 -0.3258 1.0102
N 1.1839 0.3115 3.2328
N 0.2033 -0.3070 2.4757
C -0.8006 -0.7610 3.1260
C -1.8704 -1.5213 2.5121
C -2.9904 -1.8566 3.2822
C -3.9901 -2.6643 2.7828
C -3.8531 -3.1813 1.4930
C -2.7558 -2.8733 0.7163
C -1.7518 -2.0159 1.1945
O -0.7420 -1.7122 0.4074
H 4.2054 1.0779 2.7421
H 3.2156 1.2868 4.1418
H -0.8227 -0.6034 4.2026
H -3.0551 -1.4735 4.2949
H -4.8529 -2.9086 3.3870
H -4.6183 -3.8356 1.0924
H -2.6394 -3.2751 -0.2825
O 0.4918 -0.1904 -1.3179
C 1.3894 -0.1344 -2.3713
C 1.9982 -1.5095 -2.6204
C 1.8427 -2.6162 -1.8440
C 2.4837 -3.7667 -2.3869
C 3.0987 -3.5101 -3.5705
S 2.9173 -1.8718 -4.0314
C 2.4695 0.9072 -2.0971
C 3.8242 0.8266 -2.1729
C 4.4778 2.0351 -1.7936
C 3.6012 3.0087 -1.4367
S 1.9825 2.4624 -1.5342
C 0.6128 0.2787 -3.6160
C 0.9641 1.1370 -4.6120
C -0.0126 1.2115 -5.6473
C -1.0773 0.3999 -5.4120
S -0.9021 -0.4638 -3.9423
H 1.2527 -2.6296 -0.9394
H 2.4757 -4.7396 -1.9166
H 3.6535 -4.1918 -4.1954
H 4.3485 -0.0691 -2.4710
H 5.5506 2.1647 -1.7894
H 3.8223 4.0134 -1.1129
H 1.8874 1.6996 -4.6000
H 0.0768 1.8432 -6.5197
H -1.9562 0.2670 -6.0230
C -1.2840 4.6398 -2.4549
C -2.3221 4.2674 -1.4004
C -1.7448 3.4439 -0.2512
S -1.1871 1.8404 -0.8142
O -0.6793 1.2214 0.5063
C -2.7258 0.9682 -1.1110
C -3.7258 0.9619 0.0328
C -4.8817 0.0177 -0.2788
H -1.7426 5.2123 -3.2612
H -0.8146 3.7592 -2.8985
H -0.4910 5.2496 -2.0183
H -3.1582 3.7337 -1.8607
H -2.7575 5.1702 -0.9667
H -2.4321 3.3137 0.5835
H -0.8284 3.8978 0.1345
H -2.3767 -0.0432 -1.3401
H -3.1355 1.3762 -2.0391
H -4.1109 1.9692 0.2083
H -3.2218 0.6442 0.9481
H -5.4159 0.3281 -1.1797
H -5.5947 -0.0104 0.5453
H -4.5167 -0.9984 -0.4327

Forces on atoms 1 to 6 (eV/Å):
-0.0796 -0.0559 -0.0238
-0.0316 -0.0144 0.0178
0.0439 0.0094 0.0660
-0.0927 0.1288 -0.0141
0.0485 -0.1023 -0.1238
0.0467 0.0582 0.1440

Here are the Mulliken charges for atoms 1 to 8, given in e: -0.304 -0.435 0.615 -0.486 -1.527 0.978 -0.569 0.731

Record 3
Here is a structure of composition C27H30BCrF4N2S2 from the Open Molecules 2025 dataset. Energies are from ωB97M-V with the def2-TZVPD basis set.

Computed properties:
* HOMO-LUMO gap (alpha / beta): 6.969 / 6.845 eV
* spin multiplicity: 4
* E_HOMO (alpha / beta): -14.3 / -14.3 eV
* net charge: +2

Element x y z (Å)
Cr 0.1658 0.4887 0.1610
C -0.4805 3.3775 1.9617
C 0.4690 2.2433 1.7000
C 1.4405 2.3351 0.6958
C 2.4110 1.3190 0.4976
C 3.4851 1.4871 -0.5369
C 2.3173 0.1655 1.2756
C 1.3218 0.0049 2.2634
C 1.2373 -1.2634 3.0510
C 0.4028 1.0454 2.4514
H -1.4139 3.2444 1.4130
H -0.0392 4.3247 1.6590
H -0.7226 3.4290 3.0220
H 1.4976 3.2399 0.1022
H 3.1665 1.0902 -1.5031
H 4.3844 0.9490 -0.2437
H 3.7290 2.5394 -0.6692
H 3.0367 -0.6313 1.1286
H 0.7254 -1.1067 3.9978
H 2.2329 -1.6607 3.2411
H 0.6874 -2.0154 2.4788
H -0.3556 0.9523 3.2202
S 0.0052 1.0914 -2.0855
C -1.5689 0.5578 -2.4516
N -1.9173 0.1478 -3.6323
C -3.3018 -0.2772 -3.9031
C -4.2414 0.6244 -3.1594
N -3.8856 0.5941 -1.7277
C -5.0356 0.7308 -0.7897
C -5.7488 2.0283 -1.0556
C -7.0380 2.0219 -1.5718
C -7.6889 3.2214 -1.8321
C -7.0468 4.4238 -1.5840
C -5.7558 4.4339 -1.0670
C -5.1094 3.2391 -0.8003
C -2.6382 0.5829 -1.3587
S -2.1611 0.5985 0.2706
C -0.9994 0.0566 -4.8004
C -1.3760 1.0904 -5.8268
C -1.2778 2.4473 -5.5270
C -1.6397 3.3930 -6.4716
C -2.0946 2.9879 -7.7215
C -2.1869 1.6393 -8.0256
C -1.8318 0.6890 -7.0763
H -3.3971 -1.3232 -3.6009
H -3.4630 -0.1951 -4.9762
H -5.2702 0.2839 -3.2509
H -4.1895 1.6570 -3.5120
H -4.6564 0.6519 0.2259
H -5.6835 -0.1254 -0.9795
H -7.5456 1.0822 -1.7545
H -8.6967 3.2129 -2.2233
H -7.5544 5.3576 -1.7839
H -5.2634 5.3744 -0.8615
H -4.1096 3.2486 -0.3786
H -1.1233 -0.9531 -5.1944
H 0.0199 0.1597 -4.4366
H -0.9007 2.7700 -4.5623
H -1.5555 4.4464 -6.2422
H -2.3686 3.7278 -8.4610
H -2.5316 1.3232 -9.0004
H -1.8945 -0.3653 -7.3187
F -1.4144 -2.7028 -1.7652
B -0.4970 -3.2635 -0.9789
F 0.6893 -3.5438 -1.4703
F -0.8427 -3.6851 0.2195
F 0.1641 -1.2713 -0.1829

Forces on atoms 1 to 6 (eV/Å):
0.0403 -0.3366 0.0354
0.0174 -0.0268 0.0371
0.0287 0.1254 0.0441
0.1354 0.2171 0.1585
-0.0990 0.1493 -0.0858
-0.0098 -0.0377 0.0095

Here are the Mulliken charges for atoms 1 to 8, given in e: -0.203 -1.362 0.889 -0.826 1.223 -1.624 -0.727 0.927

Record-wise relative energy (zero: lowest compared OMol25 entry of this formula, charge and spin) values, in kJ/mol: 23.8 0.0 0.0